No. 1
C4H10N2O | wB97M-V/def2-TZVPD

ORCA input file:
```
! wB97M-V def2-TZVPD RIJCOSX def2/J DEFGRID3
* xyz 0 1
C -1.739 -0.686 -0.942
N -1.030 0.610 -0.909
C -1.324 1.380 0.190
N -1.517 2.635 0.111
H -1.527 -1.216 -1.864
H -1.414 -1.291 -0.096
H -2.812 -0.505 -0.840
H -1.152 1.130 -1.755
H -1.259 0.822 1.128
H -1.704 3.003 1.039
O 0.798 -1.841 1.056
C 1.502 -1.215 0.309
C 2.737 -0.494 0.755
H 1.291 -1.238 -0.773
H 2.990 0.336 0.100
H 3.528 -1.248 0.699
H 2.634 -0.180 1.791
*
```

Values from the calculation:
Molecular weight   102.137 g mol⁻¹
E   -9337.023 eV
HOMO   -9.200 eV
Structure (SMILES)   [H]/N=C/NC.CC=O

Mulliken population analysis, charges in e, atoms 1 to 2: number 1, C, carries -0.98; number 2, N, carries -0.26



No. 2
C20H24AsF6N6O2S2Tl | wB97M-V/def2-TZVPD

ORCA input file:
```
! wB97M-V def2-TZVPD RIJCOSX def2/J DEFGRID3
* xyz -2 1
Tl -0.220 0.392 -0.252
C -2.818 3.184 0.838
C -1.895 2.493 1.804
C -0.558 2.867 1.911
C 0.292 2.228 2.804
C -0.193 1.216 3.618
C -1.524 0.834 3.522
C -2.367 1.469 2.622
H -3.372 3.981 1.342
H -3.530 2.475 0.420
H -2.258 3.625 0.014
H -0.170 3.654 1.273
H 1.338 2.499 2.836
H 0.477 0.716 4.308
H -1.910 0.030 4.138
H -3.400 1.155 2.536
S -0.894 2.329 -2.524
C 0.085 3.705 -2.036
C -0.511 4.963 -2.294
N -1.022 5.977 -2.511
C 1.337 3.687 -1.460
S 2.282 2.292 -1.043
C 1.980 4.913 -1.149
N 2.557 5.875 -0.874
N 1.479 0.014 -4.176
C 2.496 -0.797 -3.978
N 3.375 -1.002 -5.025
N 2.727 -1.525 -2.908
C 2.121 -1.502 -1.752
N 1.804 -1.729 -0.651
H 1.426 0.610 -4.985
H 0.930 0.366 -3.389
H 3.528 -0.200 -5.615
H 4.219 -1.465 -4.733
C 0.862 -2.215 2.072
As 2.603 -1.379 1.858
C 3.955 -2.461 0.942
C 3.264 -1.613 3.720
O 2.666 0.211 1.559
H 0.963 -3.213 2.499
H 0.369 -2.269 1.110
H 0.290 -1.572 2.742
H 4.724 -2.791 1.642
H 4.390 -1.820 0.177
H 3.492 -3.317 0.457
H 3.375 -2.661 4.008
H 2.561 -1.127 4.398
H 4.230 -1.114 3.812
C -3.406 -2.997 -2.248
C -2.783 -2.064 -1.172
O -1.652 -1.488 -1.504
C -3.922 -1.033 -0.824
F -5.013 -1.597 -0.217
F -4.414 -0.440 -1.931
F -3.519 -0.053 -0.002
C -2.615 -2.945 0.128
F -1.595 -3.816 -0.021
F -3.687 -3.727 0.464
F -2.344 -2.217 1.230
H -3.520 -2.402 -3.151
H -4.373 -3.393 -1.935
H -2.712 -3.814 -2.440
*
```

Values from the calculation:
Molecular weight   837.879 g mol⁻¹
E   -137674.966 eV
HOMO   -0.795 eV

Mulliken population analysis, charges in e, atoms 1 to 2: number 1, Tl, carries 0.38; number 2, C, carries -1.04



No. 3
C42H112O29P6S | wB97M-V/def2-TZVPD

ORCA input file:
```
! wB97M-V def2-TZVPD RIJCOSX def2/J DEFGRID3
* xyz 0 1
C -0.904 -2.730 6.488
C -1.570 -1.316 6.559
O -1.062 -0.436 5.576
P -1.897 0.178 4.436
O -1.008 0.959 3.518
O -2.624 -0.998 3.768
C -3.196 -0.872 2.481
C -2.433 -1.782 1.459
O -3.094 0.979 5.086
C -2.748 2.296 5.612
C -4.029 3.048 5.908
H -1.303 -3.228 5.590
H 0.166 -2.594 6.431
H -1.156 -3.282 7.409
H -2.652 -1.391 6.390
H -1.429 -0.823 7.528
H -4.230 -1.171 2.570
H -3.098 0.201 2.163
H -2.180 -2.661 2.002
H -3.140 -1.958 0.650
H -1.547 -1.234 1.046
H -2.068 2.184 6.497
H -2.276 2.782 4.748
H -4.424 3.575 4.957
H -4.775 2.317 6.269
H -3.904 3.801 6.680
C 6.354 2.591 0.418
C 4.879 2.873 0.711
O 4.223 1.738 1.214
P 4.579 1.137 2.576
O 5.140 2.022 3.593
O 3.252 0.461 2.922
C 2.109 1.265 3.254
C 2.131 1.438 4.784
O 5.604 -0.007 2.319
C 5.168 -1.289 1.814
C 5.522 -2.421 2.699
H 6.901 2.680 1.367
H 6.534 1.660 -0.029
H 6.747 3.330 -0.273
H 4.772 3.692 1.454
H 4.242 3.073 -0.153
H 2.229 2.284 2.838
H 1.234 0.710 2.841
H 1.478 2.237 5.076
H 1.921 0.548 5.321
H 3.112 1.869 5.076
H 4.103 -1.229 1.710
H 5.591 -1.427 0.796
H 5.080 -3.414 2.483
H 6.577 -2.639 2.882
H 5.053 -2.088 3.668
C -0.168 5.443 -8.954
C 0.136 4.882 -7.639
O -0.975 4.215 -7.110
P -1.457 2.816 -7.722
O -0.405 1.871 -8.062
O -2.561 2.364 -6.700
C -2.197 1.936 -5.334
C -2.514 3.021 -4.243
O -2.358 3.299 -8.933
C -2.818 2.460 -10.043
C -1.815 2.379 -11.096
H -0.884 6.275 -8.873
H 0.764 5.868 -9.371
H -0.500 4.681 -9.626
H 1.033 4.221 -7.551
H 0.304 5.779 -7.011
H -2.850 1.038 -5.232
H -1.144 1.595 -5.314
H -1.595 3.357 -3.764
H -3.109 3.800 -4.667
H -3.057 2.513 -3.415
H -3.086 1.406 -9.612
H -3.654 2.983 -10.476
H -2.226 1.583 -11.817
H -1.657 3.345 -11.659
H -0.849 2.025 -10.611
C -4.949 0.161 -3.803
C -5.809 -0.063 -2.551
O -5.243 0.542 -1.373
P -5.910 1.834 -0.704
O -6.831 2.521 -1.562
O -6.352 1.257 0.684
C -7.375 2.061 1.295
C -7.009 2.418 2.761
O -4.663 2.698 -0.247
C -4.349 3.801 -1.079
C -4.968 5.025 -0.509
H -3.985 -0.353 -3.680
H -5.306 -0.253 -4.715
H -4.835 1.206 -3.952
H -6.756 0.491 -2.738
H -6.041 -1.114 -2.416
H -7.456 3.006 0.751
H -8.346 1.594 1.214
H -6.742 1.462 3.266
H -6.228 3.204 2.872
H -7.893 2.750 3.291
H -3.275 3.818 -1.128
H -4.748 3.610 -2.077
H -4.479 5.377 0.407
H -5.040 5.736 -1.395
H -6.004 4.864 -0.310
C 1.569 -2.608 -4.587
C 2.113 -2.928 -3.225
O 0.990 -3.018 -2.281
P 1.309 -3.115 -0.735
O 1.679 -1.922 0.030
O -0.057 -3.812 -0.318
C -0.451 -5.111 -0.926
C -0.580 -6.100 0.194
O 2.323 -4.339 -0.649
C 3.690 -4.359 -0.090
C 4.719 -4.751 -1.101
H 1.407 -1.545 -4.693
H 2.247 -2.990 -5.345
H 0.567 -3.048 -4.630
H 2.777 -3.840 -3.287
H 2.767 -2.132 -2.905
H -1.397 -5.064 -1.439
H 0.279 -5.481 -1.652
H 0.345 -6.258 0.726
H -1.307 -5.708 0.880
H -0.978 -7.083 -0.141
H 3.978 -3.436 0.417
H 3.676 -5.036 0.796
H 5.670 -4.719 -0.618
H 4.590 -5.692 -1.608
H 4.675 -4.032 -1.887
C 0.307 -7.277 6.642
C 1.098 -6.006 6.494
O 2.390 -6.217 5.753
P 3.036 -4.953 4.992
O 4.367 -5.119 4.397
O 1.869 -4.630 3.892
C 1.956 -3.466 3.023
C 0.940 -2.373 3.372
O 2.833 -3.674 5.985
C 3.744 -3.544 7.126
C 3.797 -2.050 7.395
H -0.152 -7.606 5.689
H 0.754 -8.063 7.174
H -0.507 -6.984 7.330
H 0.556 -5.236 6.006
H 1.376 -5.554 7.459
H 3.016 -3.140 2.968
H 1.727 -3.865 2.030
H 0.656 -1.741 2.482
H -0.027 -2.868 3.694
H 1.294 -1.684 4.171
H 3.209 -4.102 7.969
H 4.708 -3.970 6.785
H 4.454 -1.885 8.245
H 3.992 -1.559 6.487
H 2.741 -1.774 7.639
C 0.616 1.508 0.137
S -1.115 1.261 -0.244
O -1.585 2.454 -1.074
C -0.820 0.027 -1.538
H 1.032 0.599 0.524
H 0.783 2.319 0.830
H 1.195 1.731 -0.741
H -1.804 -0.246 -1.887
H -0.456 -0.898 -1.121
H -0.139 0.389 -2.233
C 2.714 0.893 -7.241
O 1.744 1.257 -6.288
H 2.379 1.087 -8.302
H 3.555 1.523 -7.019
H 2.990 -0.174 -7.270
H 0.971 1.333 -6.840
C 3.582 0.401 -1.734
O 4.590 -0.563 -1.343
H 2.541 -0.100 -1.623
H 3.607 1.339 -1.090
H 3.730 0.676 -2.782
H 4.268 -0.982 -0.532
C -1.793 3.798 2.077
O -0.558 3.345 2.581
H -2.124 4.602 2.695
H -1.733 4.090 0.998
H -2.564 2.953 2.019
H -0.706 2.490 2.917
C 2.041 3.586 -3.129
O 2.736 3.298 -4.269
H 2.104 2.804 -2.423
H 2.588 4.425 -2.640
H 1.003 3.765 -3.261
H 2.177 2.729 -4.928
*
```

Values from the calculation:
Molecular weight   1299.240 g mol⁻¹
E   -171329.180 eV
HOMO   -8.719 eV

Mulliken population analysis, charges in e, atoms 1 to 2: number 1, C, carries -0.70; number 2, C, carries -0.74



No. 4
C4H7NO | wB97M-V/def2-TZVPD

ORCA input file:
```
! wB97M-V def2-TZVPD RIJCOSX def2/J DEFGRID3
* xyz 0 1
C 1.727 -0.025 0.058
C -0.565 -1.127 -0.028
C -1.782 0.057 0.088
C -0.566 1.012 -0.051
H 1.903 0.937 -0.467
H 2.250 -0.789 -0.485
H 2.053 0.071 1.105
H -0.681 -1.686 -0.963
H -0.563 -1.827 0.822
H -0.757 1.793 -0.861
H -0.436 1.732 0.841
N 0.347 -0.096 -0.079
O -2.930 -0.052 0.022
*
```

Values from the calculation:
Molecular weight   85.106 g mol⁻¹
E   -7796.408 eV
HOMO   -8.262 eV
Structure (SMILES)   CN1CC(=O)C1

Mulliken population analysis, charges in e, atoms 1 to 2: number 1, C, carries -0.87; number 2, C, carries -0.65



Question: What is the molecular weight in the first record?
Answer: 102.137 g mol⁻¹



Repeat the first record exactly.
C4H10N2O | wB97M-V/def2-TZVPD

ORCA input file:
```
! wB97M-V def2-TZVPD RIJCOSX def2/J DEFGRID3
* xyz 0 1
C -1.739 -0.686 -0.942
N -1.030 0.610 -0.909
C -1.324 1.380 0.190
N -1.517 2.635 0.111
H -1.527 -1.216 -1.864
H -1.414 -1.291 -0.096
H -2.812 -0.505 -0.840
H -1.152 1.130 -1.755
H -1.259 0.822 1.128
H -1.704 3.003 1.039
O 0.798 -1.841 1.056
C 1.502 -1.215 0.309
C 2.737 -0.494 0.755
H 1.291 -1.238 -0.773
H 2.990 0.336 0.100
H 3.528 -1.248 0.699
H 2.634 -0.180 1.791
*
```

Values from the calculation:
Molecular weight   102.137 g mol⁻¹
E   -9337.023 eV
HOMO   -9.200 eV
Structure (SMILES)   [H]/N=C/NC.CC=O

Mulliken population analysis, charges in e, atoms 1 to 2: number 1, C, carries -0.98; number 2, N, carries -0.26